(1)
Molecular formula: C22H44N3OP3PmS
Method: DFT, wB97M-V/def2-TZVPD

Geometry as ORCA input:
```
! RIJCOSX wB97M-V def2-TZVPD def2/J DEFGRID3
* xyz 3 5
Pm 1.53562 -0.51209 0.00431
P 0.15145 1.71297 1.32190
P -3.84608 -0.97015 -0.79908
P 3.41385 1.75844 -0.13822
H 2.13569 -1.37085 -3.85509
C 2.88725 -1.13293 -3.02213
C 2.92450 -1.82441 -1.82947
H 2.21190 -2.67355 -1.85997
C -0.70176 3.11422 0.45640
C -1.33382 1.11572 2.30096
C 0.93738 2.69640 2.68523
C -5.06627 -2.00126 -1.64038
C -4.01558 -0.96011 1.01689
C -4.24812 0.61448 -1.64445
C 4.74786 1.47475 -1.41653
C 4.41879 2.14960 1.38485
C 2.90207 3.46586 -0.58773
H 3.74578 -0.52698 -3.29515
H 3.75534 -1.72592 -1.05539
H -0.89704 3.93959 1.15337
H -1.66743 2.80504 0.03154
H -0.06619 3.47956 -0.36053
H -1.68129 1.91177 2.99000
H -1.12422 0.21274 2.90304
H -2.19031 0.89616 1.64840
H 0.16472 3.26872 3.23155
H 1.69430 3.41623 2.31935
H 1.43029 2.04078 3.41997
H -6.02992 -1.69256 -1.14800
H -4.82163 -3.05891 -1.42406
H -5.10392 -1.76875 -2.73625
H -5.09030 -0.94203 1.32285
H -3.47540 -0.04040 1.25314
H -3.51253 -1.82408 1.50448
H -5.30428 0.62820 -1.91069
H -3.69023 0.75796 -2.57664
H -4.08947 1.49936 -1.00912
H 5.49089 2.29210 -1.42076
H 4.26051 1.39485 -2.39532
H 5.23419 0.50588 -1.23700
H 5.30531 2.73876 1.11143
H 4.71031 1.22191 1.88935
H 3.79900 2.68787 2.11137
H 3.78947 4.10030 -0.77254
H 2.29571 3.86741 0.23889
H 2.25487 3.41558 -1.48346
C -0.85653 -1.53962 -3.25059
C -0.16433 -0.35180 -3.38132
C -0.58357 0.65493 -4.25694
C -1.39540 0.25873 -5.31167
C -1.85762 -1.06657 -5.46716
C -1.38780 -1.99368 -4.53253
S -1.05656 -2.16911 -1.60513
H -2.46472 -1.09138 -1.16199
H 0.88786 -0.38142 -3.04830
H -0.09234 1.62953 -4.21230
H -1.61080 0.94459 -6.11681
H -2.55169 -1.31546 -6.29784
H -1.34937 -3.07211 -4.62991
C 2.03505 -0.74984 4.99230
N 0.94544 -1.27725 4.10493
C 0.04057 -2.15413 4.65986
C -0.64668 -3.00351 3.83546
C -0.69491 -2.68979 2.46284
N 0.09939 -1.73695 1.88966
C 1.07470 -1.27087 2.74015
O 2.19236 -0.83206 2.21680
N -1.60122 -3.39766 1.66348
H 2.76274 -0.16160 4.39289
H 2.50264 -1.63795 5.47013
H 1.59457 -0.12897 5.79587
H 0.02754 -2.27818 5.73591
H -1.23240 -3.86851 4.15258
H -1.29750 -4.39052 1.81523
H -1.56066 -3.08703 0.66307
*
```

Energy relative to the best compared isomer or geometry (same formula, charge and spin): 369.2 kJ/mol
HOMO (alpha / beta): -14.557 / -14.565 eV
HOMO-LUMO gap (alpha / beta): 5.18 / 5.65 eV

---

(2)
Molecular formula: C22H44NO15S2
Method: DFT, wB97M-V/def2-TZVPD

Geometry as ORCA input:
```
! RIJCOSX wB97M-V def2-TZVPD def2/J DEFGRID3
* xyz -1 1
C 1.33648 -3.94885 0.49156
C 1.90863 -3.58326 -0.88716
C 1.85533 -2.08214 -1.16902
C 2.95415 -1.57792 -2.13448
C 3.78093 -0.40316 -1.59729
C 3.32077 0.97536 -2.07891
C 1.85411 1.35315 -1.78147
C 1.66766 2.21965 -0.53837
C 1.92125 1.52485 0.81270
S 0.48566 1.49014 1.91137
O -0.51489 2.37070 1.33677
O 1.02325 1.89057 3.19824
N 0.02965 -0.05204 1.98706
S -1.46118 -0.40666 1.53908
O -1.63865 -1.84867 1.65270
O -2.48025 0.37465 2.21165
C -1.60484 -0.02812 -0.22420
C -2.65764 1.02830 -0.54469
C -4.05863 0.45309 -0.80462
C -4.00452 -0.74779 -1.70498
O -3.59722 -0.73621 -2.83453
O -4.47596 -1.90833 -1.12792
H 0.24718 -3.94778 0.44050
H 1.62344 -3.21470 1.24582
H 1.67507 -4.93886 0.79816
H 1.32961 -4.13275 -1.63524
H 2.93782 -3.94708 -0.95320
H 1.96608 -1.56002 -0.21393
H 0.86438 -1.81023 -1.54407
H 3.64480 -2.41332 -2.28760
H 2.54246 -1.34253 -3.11905
H 3.81205 -0.43271 -0.50603
H 4.81718 -0.52666 -1.93137
H 3.46440 1.01264 -3.16350
H 3.97897 1.73202 -1.63990
H 1.49364 1.93617 -2.63474
H 1.23843 0.45102 -1.75258
H 0.65594 2.62742 -0.52469
H 2.33894 3.07736 -0.63664
H 2.65600 2.08171 1.39184
H 2.27716 0.50414 0.69265
H -1.76210 -0.98170 -0.72743
H -0.62786 0.33321 -0.54231
H -2.33231 1.59671 -1.41785
H -2.73691 1.72810 0.28428
H -4.66142 1.21306 -1.31129
H -4.56442 0.19861 0.12463
H -3.73349 -2.47457 -0.87991
C -2.55175 -5.14160 0.20501
O -1.53296 -6.13314 0.02336
C -1.97501 -7.32743 -0.33899
O -3.12131 -7.64035 -0.53168
O -0.92309 -8.14454 -0.45906
C -1.26056 -9.47443 -0.84802
H -2.03991 -4.22624 0.49586
H -3.11016 -4.99457 -0.71920
H -3.22800 -5.44376 1.00147
H -1.74999 -9.47938 -1.82043
H -1.91140 -9.93888 -0.10921
H -0.32056 -10.01585 -0.90468
C -1.55909 4.58403 8.83848
O -2.04075 3.39769 8.21656
C -1.82579 3.35728 6.88739
O -1.28917 4.23016 6.25894
O -2.30994 2.21938 6.42949
C -2.13430 1.99393 5.01225
H -1.79443 4.48552 9.89522
H -0.48240 4.68067 8.70731
H -2.05379 5.46439 8.43050
H -1.07936 1.95262 4.74968
H -2.63128 2.77462 4.44160
H -2.59743 1.03754 4.79652
C 4.15480 5.70903 -3.23787
O 3.03711 4.88528 -3.57204
C 2.23162 5.39006 -4.50190
O 2.37266 6.44574 -5.06263
O 1.24250 4.52327 -4.70409
C 0.28119 4.93527 -5.67718
H 4.70417 5.16603 -2.47482
H 4.78807 5.86851 -4.10875
H 3.82101 6.66636 -2.84251
H 0.75270 5.06993 -6.64898
H -0.20161 5.86103 -5.37036
H -0.45095 4.13527 -5.72729
*
```

HOMO: -6.310 eV
HOMO-LUMO gap: 8.54 eV

---

(3)
Molecular formula: C22H44NO8S
Method: DFT, wB97M-V/def2-TZVPD

Geometry as ORCA input:
```
! RIJCOSX wB97M-V def2-TZVPD def2/J DEFGRID3
* xyz 0 2
C 5.54456 -2.42401 0.54853
C 4.81374 -1.52726 -0.43074
O 3.63393 -2.13797 -0.92428
C 2.62514 -1.13433 -1.10842
C 1.49161 -1.69157 -1.96565
O 0.19699 -1.32393 -1.53696
C -0.41387 -0.26305 -2.25295
C -0.20658 1.16152 -1.62854
C 1.06413 1.73488 -2.33188
C 1.93661 2.65240 -1.50770
O 1.35390 3.96489 -1.44780
C 2.05399 4.89712 -0.74565
O 1.45502 5.69686 -0.14621
C 3.56653 4.96935 -0.76899
C 4.22664 4.12698 0.33841
C -1.41503 2.02118 -2.11406
C -2.68000 2.03533 -1.23253
C -3.78139 1.05125 -1.70195
C -3.32991 3.43420 -1.43950
N -2.42670 1.93327 0.21990
O -2.08731 3.05125 0.75925
C -1.48170 0.86192 0.60380
C -2.01507 -0.56384 0.48634
C -1.18570 1.05943 2.12187
C -0.11419 1.09103 -0.10280
H 5.88033 -3.36037 0.11230
H 6.44016 -1.87667 0.85297
H 4.94927 -2.55631 1.44839
H 4.59624 -0.59632 0.10275
H 5.46523 -1.24158 -1.26451
H 3.12203 -0.28456 -1.58690
H 2.29464 -0.82623 -0.11324
H 1.69247 -1.47348 -3.01806
H 1.55847 -2.77726 -1.86432
H -0.02770 -0.18868 -3.27479
H -1.46879 -0.51047 -2.35082
H 1.68432 0.96607 -2.78198
H 0.70463 2.33169 -3.17386
H 2.15948 2.28635 -0.50684
H 2.90161 2.73151 -2.02213
H 3.92438 5.98899 -0.74966
H 3.93175 4.54702 -1.71160
H 5.30574 4.13543 0.21376
H 4.00206 4.57826 1.30355
H 3.89071 3.09578 0.33640
H -1.70775 1.62378 -3.09262
H -1.09483 3.04464 -2.29264
H -4.54962 1.00013 -0.93370
H -3.39509 0.08055 -2.00045
H -4.23548 1.47854 -2.59171
H -4.07079 3.64656 -0.67217
H -3.80051 3.47180 -2.41951
H -2.58061 4.21588 -1.38737
H -1.32156 -1.26599 0.93246
H -2.30872 -0.87233 -0.50999
H -2.91671 -0.61904 1.10247
H -0.85986 0.09061 2.50154
H -0.41468 1.79682 2.30472
H -2.12206 1.29402 2.62170
H 0.52920 0.29404 0.26357
H 0.25315 2.01229 0.34624
O -4.80905 -4.60783 2.64372
S -3.66443 -4.13419 3.35736
O -3.06393 -2.87878 3.03539
O -2.53906 -5.26342 3.33614
C -2.14885 -5.79823 2.05794
C -1.21735 -4.86464 1.30843
C -3.99285 -4.18404 5.08708
H -3.03260 -6.03802 1.46411
H -1.63727 -6.73577 2.26992
H -1.73298 -3.95389 1.00350
H -0.83241 -5.35260 0.41243
H -0.37953 -4.56822 1.94031
H -4.40313 -5.15844 5.33843
H -4.71625 -3.40105 5.30426
H -3.06681 -3.99920 5.62552
*
```

Energy relative to the best compared isomer or geometry (same formula, charge and spin): 84.2 kJ/mol
HOMO (alpha / beta): -8.178 / -9.170 eV
HOMO-LUMO gap (alpha / beta): 8.72 / 9.71 eV

---

(4)
Molecular formula: C22H44O2
Method: DFT, wB97M-V/def2-TZVPD

Geometry as ORCA input:
```
! RIJCOSX wB97M-V def2-TZVPD def2/J DEFGRID3
* xyz 0 1
C 3.71371 -2.65005 0.97974
C 3.85323 -2.34323 2.46620
C 2.51846 -2.21832 3.20337
C 1.69660 -3.51246 3.25796
C 0.63887 -3.63081 2.15825
C -0.53764 -2.67527 2.34750
C -1.57456 -2.84031 1.23896
C -2.68113 -1.79050 1.32370
C -3.78513 -1.99933 0.28539
C -3.35759 -1.74810 -1.16205
C -3.14134 -0.27015 -1.48318
C -2.74354 -0.06899 -2.94475
C -2.52587 1.40006 -3.31144
C -1.18558 1.95250 -2.82931
C -1.05029 3.43772 -3.15714
C 0.36351 3.98457 -2.95916
C 0.87518 3.91747 -1.51020
C 1.99310 2.89067 -1.32531
C 2.72099 3.02840 0.01206
C 1.90020 2.63003 1.23795
C 1.63082 1.12416 1.30962
C 0.42638 0.71049 0.50736
O -0.62899 1.28869 0.49036
O 0.62930 -0.42237 -0.17491
H 3.32955 -3.65485 0.82581
H 4.68334 -2.58275 0.49008
H 3.03808 -1.94300 0.50269
H 4.39367 -1.39957 2.58219
H 4.45458 -3.12288 2.94010
H 2.73376 -1.89134 4.22355
H 1.92816 -1.43523 2.72837
H 1.18823 -3.57545 4.22318
H 2.37444 -4.36662 3.19537
H 0.25600 -4.65481 2.15145
H 1.09278 -3.44085 1.18574
H -1.00721 -2.85848 3.31680
H -0.18195 -1.64303 2.34701
H -1.06652 -2.77484 0.27434
H -2.01839 -3.83691 1.30532
H -2.25544 -0.79121 1.21793
H -3.13143 -1.84291 2.31815
H -4.61929 -1.33407 0.52000
H -4.14976 -3.02635 0.37096
H -2.44965 -2.31356 -1.38397
H -4.13961 -2.13205 -1.82282
H -4.07078 0.27165 -1.29286
H -2.38382 0.15768 -0.82688
H -3.53629 -0.47834 -3.57662
H -1.83257 -0.63384 -3.16348
H -2.57375 1.50523 -4.39868
H -3.33616 1.99774 -2.88828
H -0.37580 1.40018 -3.31432
H -1.09876 1.81526 -1.75269
H -1.74880 4.00617 -2.53902
H -1.33309 3.59608 -4.20192
H 1.04533 3.43401 -3.61166
H 0.36879 5.02360 -3.29601
H 1.26236 4.89653 -1.21863
H 0.04690 3.68272 -0.84168
H 2.72999 3.03115 -2.12081
H 1.59099 1.88182 -1.42928
H 3.62637 2.41573 -0.01311
H 3.03509 4.06849 0.12947
H 0.94634 3.15826 1.24465
H 2.45354 2.92587 2.13133
H 2.49691 0.54961 0.98089
H 1.40884 0.85408 2.34609
H -0.18107 -0.68950 -0.64175
*
```

Energy relative to the best compared isomer or geometry (same formula, charge and spin): 10.8 kJ/mol
HOMO: -10.408 eV
HOMO-LUMO gap: 11.29 eV
SMILES: CCCCCCCCCCCCCCCCCCCCCC(=O)O